(1)
DFT (wB97M-V/def2-TZVPD) results for a molecular structure, C64H50IN7P3S5Se2Ti.

The geometry in XYZ format:
```
133
Properties=species:S:1:pos:R:3:lowdin_charge:R:1
Ti -0.083 0.127 -1.274 0.52
I 2.871 -0.065 -1.951 1.12
C 2.924 2.059 -2.119 -0.56
C 4.060 2.647 -2.606 -0.17
C 4.160 4.048 -2.648 -0.10
C 3.132 4.811 -2.173 -0.06
C 1.956 4.217 -1.661 -0.18
C 0.923 5.027 -1.142 -0.06
C -0.190 4.443 -0.608 -0.09
C -0.338 3.044 -0.645 -0.18
C 0.588 2.168 -1.196 -0.22
C 1.801 2.791 -1.651 -0.23
H 4.888 2.038 -2.945 0.08
H 5.058 4.509 -3.042 0.10
H 3.199 5.893 -2.167 0.10
H 1.038 6.105 -1.168 0.10
H -0.975 5.061 -0.184 0.10
H -1.280 2.660 -0.270 0.03
Se 3.064 2.840 3.819 0.34
P 1.807 1.198 4.211 0.55
C 0.620 1.563 5.558 -0.32
C 0.549 2.853 6.072 -0.12
C -0.305 3.142 7.125 -0.08
C -1.094 2.139 7.669 -0.08
C -1.000 0.842 7.185 -0.08
C -0.136 0.550 6.143 -0.09
C 2.671 -0.284 4.829 -0.33
C 2.081 -1.545 4.793 -0.10
C 2.720 -2.625 5.379 -0.09
C 3.957 -2.455 5.987 -0.09
C 4.566 -1.210 5.985 -0.08
C 3.920 -0.123 5.413 -0.10
C 1.001 0.582 2.717 -0.42
C -0.072 0.831 1.835 -0.37
N 0.281 0.222 0.659 -0.18
N 1.460 -0.358 0.830 -0.08
N 1.907 -0.144 2.034 0.02
P -1.745 1.395 2.163 0.60
Se -3.280 0.860 0.808 0.42
C -2.215 0.546 3.708 -0.35
C -1.763 -0.747 3.951 -0.12
C -2.330 -1.506 4.963 -0.09
C -3.356 -0.977 5.730 -0.10
C -3.792 0.322 5.506 -0.08
C -3.230 1.082 4.495 -0.08
C -1.697 3.174 2.533 -0.34
C -2.790 3.978 2.229 -0.12
C -2.743 5.335 2.511 -0.09
C -1.606 5.888 3.084 -0.08
C -0.508 5.088 3.366 -0.07
C -0.552 3.734 3.086 -0.08
H 1.181 3.621 5.646 0.04
H -0.348 4.146 7.527 0.10
H -1.779 2.363 8.478 0.10
H -1.594 0.053 7.628 0.10
H -0.042 -0.467 5.797 0.08
H 1.137 -1.691 4.284 0.09
H 2.253 -3.601 5.352 0.11
H 4.452 -3.299 6.450 0.10
H 5.545 -1.084 6.429 0.10
H 4.382 0.856 5.398 0.06
H -0.962 -1.159 3.350 0.09
H -1.971 -2.512 5.148 0.11
H -3.816 -1.576 6.506 0.10
H -4.587 0.734 6.116 0.11
H -3.576 2.090 4.300 0.11
H -3.662 3.536 1.762 0.06
H -3.590 5.967 2.276 0.10
H -1.566 6.948 3.302 0.10
H 0.391 5.518 3.790 0.11
H 0.314 3.121 3.276 0.02
N -1.140 -2.525 -3.111 -0.12
P 0.290 -1.836 -3.822 0.99
C 0.467 -3.036 -5.233 -0.33
C -0.585 -3.726 -5.840 -0.12
C -0.380 -4.454 -7.001 -0.09
C 0.886 -4.538 -7.562 -0.09
C 1.949 -3.903 -6.940 -0.07
C 1.736 -3.149 -5.795 -0.12
C -0.300 -0.499 -4.988 -0.35
C -1.354 -0.609 -5.895 -0.09
C -1.561 0.362 -6.862 -0.09
C -0.729 1.472 -6.934 -0.10
C 0.322 1.599 -6.037 -0.08
C 0.531 0.620 -5.075 -0.12
C -1.192 -2.823 -1.743 -0.49
C -1.469 -4.143 -1.369 -0.05
C -1.636 -4.464 -0.045 -0.06
C -1.596 -3.433 0.887 -0.05
C -1.322 -2.164 0.443 -0.17
N -1.079 -1.832 -0.838 0.00
H -1.425 -3.350 -3.619 0.05
H -1.592 -3.709 -5.435 0.09
H -1.216 -4.959 -7.472 0.10
H 1.039 -5.092 -8.479 0.10
H 2.948 -3.999 -7.346 0.11
H 2.569 -2.643 -5.327 0.06
H -2.012 -1.467 -5.856 0.10
H -2.385 0.256 -7.560 0.10
H -0.893 2.232 -7.688 0.10
H 0.978 2.460 -6.080 0.11
H 1.378 0.713 -4.406 0.05
H -1.503 -4.912 -2.130 0.12
H -1.789 -5.490 0.261 0.11
H -1.774 -3.612 1.939 0.10
H -1.349 -1.352 1.146 0.04
N -2.736 1.908 -3.947 0.16
C -1.719 1.783 -3.069 -0.13
N -1.807 0.688 -2.338 0.01
C -2.999 0.075 -2.747 -0.23
C -3.702 -1.034 -2.279 -0.04
C -4.845 -1.426 -2.954 -0.08
C -5.336 -0.714 -4.050 -0.10
C -4.712 0.444 -4.473 -0.03
C -3.560 0.821 -3.796 -0.20
H -2.837 2.647 -4.618 0.16
H -0.978 2.554 -2.960 0.13
H -3.388 -1.567 -1.399 0.09
H -5.383 -2.296 -2.600 0.10
H -6.223 -1.062 -4.565 0.10
H -5.108 1.036 -5.288 0.11
C 3.763 -3.212 1.678 -0.39
S 3.603 -4.899 1.015 0.77
C 3.939 -4.602 -0.678 -1.04
C 3.150 -3.873 -1.512 -1.14
S 1.671 -3.117 -1.152 0.52
S 3.805 -3.750 -3.154 0.85
C 5.229 -4.714 -2.952 -1.53
S 6.270 -5.052 -4.181 0.45
S 5.417 -5.282 -1.336 0.87
H 3.778 -3.302 2.762 0.01
H 2.921 -2.609 1.348 -0.02
H 4.692 -2.775 1.319 0.05
```

Calculated values
E_HOMO (spin up / spin down) ... -3.48 / -4.16 eV
Orbital gap (spin up / spin down) ... 5.437 / 6.114 eV
<S²> ... 2.011
LUMO level (spin up / spin down) ... 1.961 / 1.956 eV
Spin multiplicity ... 3
E_tot ... -321565.8356 eV
Relative energy (zero: lowest compared OMol25 entry of this formula, charge and spin) ... 28.2 kcal per mole
Charge ... -1

=====

(2)
DFT (wB97M-V/def2-TZVPD) results for C18H17N3O5 in the gas phase.

The geometry in XYZ format:
```
43
Properties=species:S:1:pos:R:3:lowdin_charge:R:1
C -5.245 -3.104 -0.433 -0.08
O -4.340 -2.046 -0.639 -0.09
C -4.737 -0.776 -0.332 -0.23
C -5.961 -0.454 0.243 -0.02
C -6.270 0.864 0.534 -0.09
C -5.371 1.876 0.254 -0.09
C -4.155 1.560 -0.328 -0.03
C -3.827 0.249 -0.629 -0.13
C -2.484 -0.067 -1.237 -0.10
N -1.436 0.013 -0.236 0.10
C -0.548 1.010 -0.194 -0.45
O -0.466 1.914 -1.000 0.07
C 0.417 0.930 1.008 -0.18
C 1.803 1.468 0.644 -0.04
C 2.607 0.192 0.733 -0.22
C 4.012 0.066 0.409 -0.15
C 4.658 -1.164 0.586 0.00
C 5.994 -1.299 0.284 0.02
C 6.698 -0.199 -0.200 -0.15
N 8.096 -0.335 -0.518 -0.36
O 8.608 -1.423 -0.354 0.08
O 8.679 0.646 -0.929 0.08
C 6.073 1.029 -0.383 0.02
C 4.734 1.160 -0.078 0.00
N 1.914 -0.798 1.149 0.13
O 0.632 -0.442 1.394 -0.08
H -5.496 -3.220 0.626 0.10
H -4.732 -3.999 -0.780 0.09
H -6.163 -2.966 -1.013 0.10
H -6.680 -1.223 0.474 0.10
H -7.225 1.095 0.983 0.10
H -5.615 2.902 0.481 0.10
H -3.442 2.338 -0.559 0.12
H -2.492 -1.070 -1.668 0.13
H -2.234 0.669 -2.005 0.13
H -1.411 -0.694 0.483 0.15
H -0.049 1.445 1.855 0.16
H 1.788 1.895 -0.362 0.12
H 2.174 2.219 1.342 0.13
H 4.086 -1.996 0.962 0.12
H 6.511 -2.237 0.413 0.12
H 6.647 1.861 -0.761 0.12
H 4.246 2.111 -0.221 0.11
```

Calculated values
E_HOMO ... -8.78 eV
Orbital gap ... 7.946 eV
SMILES string ... COc1ccccc1CNC(=O)[C@@H]1CC(c2ccc([N+](=O)[O-])cc2)=NO1
LUMO level ... -0.833 eV
E_tot ... -33645.8691 eV
Relative energy (zero: lowest compared OMol25 entry of this formula, charge and spin) ... 116.0 kcal per mole

=====

(3)
DFT (wB97M-V/def2-TZVPD) results for a molecular structure, C10H13BrFInN.

The geometry in XYZ format:
```
27
Properties=species:S:1:pos:R:3:lowdin_charge:R:1
C 1.481 -3.608 4.761 -0.15
C 1.332 -2.699 3.805 -0.29
In 0.791 -1.494 1.925 0.22
Br 2.727 0.323 1.625 -0.18
C 0.756 -2.903 0.116 -0.33
C 0.662 -2.124 -1.291 -0.39
N 2.026 -1.824 -1.856 -0.05
H 1.253 -4.372 5.592 0.00
H -0.828 -0.682 2.122 -0.10
H 1.757 -3.501 0.089 0.04
H -0.100 -3.681 0.244 0.04
H 0.139 -2.834 -2.055 0.09
H 0.024 -1.166 -1.273 0.09
H 2.085 -0.856 -2.206 0.05
H 2.762 -2.037 -1.168 0.04
F 0.068 1.710 -2.853 0.06
C -0.665 2.247 -1.865 -0.29
C -1.820 2.948 -2.178 -0.03
C -2.583 3.501 -1.153 -0.10
C -2.176 3.354 0.172 -0.10
C -1.012 2.652 0.473 -0.07
C -0.255 2.090 -0.550 -0.01
H -2.116 3.059 -3.215 0.11
H -3.493 4.045 -1.386 0.10
H -2.770 3.789 0.970 0.10
H -0.694 2.542 1.505 0.11
H 0.649 1.532 -0.332 0.07
```

Calculated values
E_HOMO ... -5.10 eV
Orbital gap ... 8.042 eV
LUMO level ... 2.939 eV
E_tot ... -90003.6279 eV
Relative energy (zero: lowest compared OMol25 entry of this formula, charge and spin) ... 32.2 kcal per mole
Charge ... -1

=====

(4)
DFT (wB97M-V/def2-TZVPD) results for 2 unconnected molecules or ions with the total composition C5H11NO2S.

The geometry in XYZ format:
```
20
Properties=species:S:1:pos:R:3:lowdin_charge:R:1
C -0.674 0.294 0.969 -0.08
C -1.674 -0.566 0.291 -0.49
C -2.992 -0.855 0.954 -0.05
C -1.512 -0.998 -1.128 -0.05
C 3.601 1.431 -0.644 -0.22
N -0.397 -0.959 1.075 0.14
O 1.128 1.722 -0.431 -0.50
O 2.234 -0.495 0.105 -0.33
S 2.180 1.129 0.415 0.86
H -0.382 1.214 1.307 0.07
H 1.425 -0.988 0.294 0.01
H -3.696 -0.080 0.773 0.06
H -2.875 -0.866 2.085 0.10
H -3.477 -1.746 0.558 0.08
H -0.461 -0.743 -1.355 0.08
H -2.202 -0.425 -1.796 0.10
H -1.788 -2.002 -1.344 0.07
H 3.930 2.285 0.023 0.05
H 4.268 0.623 -0.631 0.03
H 3.363 2.026 -1.521 0.06
```

Calculated values
E_HOMO ... -9.55 eV
Orbital gap ... 10.337 eV
LUMO level ... 0.784 eV
E_tot ... -21780.0598 eV
Relative energy (zero: lowest compared OMol25 entry of this formula, charge and spin) ... 97.4 kcal per mole

=====

(5)
DFT (wB97M-V/def2-TZVPD) results for a molecular structure, C34H49AuN5O4P2Si2Te.

The geometry in XYZ format:
```
98
Properties=species:S:1:pos:R:3:lowdin_charge:R:1
Au 1.733 0.425 -0.518 1.01
O 0.901 -1.438 -1.262 -0.45
P -0.490 -2.073 -1.096 0.79
C -0.732 -2.467 0.671 -0.28
P 0.791 -2.017 1.534 0.81
O 1.062 -0.500 1.302 -0.52
C 2.120 -3.052 0.960 -0.30
C 1.884 -4.277 0.341 -0.06
C 2.954 -5.050 -0.088 -0.03
C 4.255 -4.619 0.126 -0.03
C 4.496 -3.402 0.752 -0.05
C 3.432 -2.619 1.168 -0.09
C 0.541 -2.282 3.272 -0.28
C -0.677 -2.745 3.775 -0.08
C -0.840 -2.904 5.144 -0.04
C 0.205 -2.610 6.006 -0.03
C 1.422 -2.151 5.510 -0.04
C 1.592 -1.984 4.148 -0.07
C -1.812 -0.966 -1.565 -0.34
C -1.566 -0.093 -2.628 -0.12
C -2.589 0.711 -3.108 -0.06
C -3.851 0.653 -2.525 -0.04
C -4.097 -0.215 -1.470 -0.04
C -3.084 -1.043 -1.001 -0.09
C -0.643 -3.540 -2.073 -0.31
C 0.339 -3.815 -3.025 -0.06
C 0.177 -4.905 -3.868 -0.04
C -0.960 -5.694 -3.771 -0.03
C -1.934 -5.420 -2.815 -0.04
C -1.785 -4.336 -1.968 -0.07
H -0.971 -3.518 0.839 0.09
H -1.534 -1.844 1.071 0.06
H 0.879 -4.650 0.186 0.11
H 2.769 -5.996 -0.578 0.12
H 5.086 -5.241 -0.180 0.12
H 5.513 -3.074 0.923 0.12
H 3.621 -1.665 1.651 0.09
H -1.499 -2.991 3.115 0.10
H -1.782 -3.265 5.535 0.12
H 0.078 -2.748 7.072 0.12
H 2.236 -1.935 6.187 0.12
H 2.542 -1.629 3.767 0.10
H -0.588 -0.069 -3.094 0.09
H -2.412 1.361 -3.955 0.12
H -4.651 1.276 -2.904 0.13
H -5.083 -0.267 -1.028 0.12
H -3.304 -1.747 -0.206 0.11
H 1.217 -3.186 -3.097 0.11
H 0.937 -5.137 -4.602 0.12
H -1.105 -6.515 -4.460 0.12
H -2.814 -6.045 -2.741 0.12
H -2.560 -4.114 -1.241 0.11
N 3.278 1.686 0.559 0.02
N 4.055 2.406 -0.355 0.03
C 3.920 2.193 -1.696 -0.37
N 4.706 2.836 -2.524 0.25
N 2.932 1.347 -2.014 0.02
N 2.620 1.047 -3.361 -0.40
O 1.679 0.319 -3.490 0.07
O 3.302 1.510 -4.246 0.12
H 2.871 2.321 1.241 0.13
H 3.850 0.998 1.047 0.13
H 4.806 2.983 -0.003 0.18
H 5.428 3.462 -2.199 0.15
H 4.627 2.644 -3.516 0.12
C -2.705 4.231 -1.898 -0.17
Si -0.872 4.483 -2.059 0.41
C -0.108 3.446 -3.403 -0.17
C -0.447 6.274 -2.171 -0.16
C -0.088 3.849 -0.418 -0.51
Te -0.597 1.866 0.123 1.55
C -0.324 2.170 2.175 -0.52
Si -2.048 2.339 3.060 0.42
C -2.820 0.661 2.786 -0.17
C -1.702 2.729 4.823 -0.16
C -3.014 3.633 2.141 -0.17
H -3.206 4.373 -2.858 0.06
H -3.129 4.952 -1.194 0.05
H -2.958 3.224 -1.547 0.00
H -0.619 3.580 -4.358 0.06
H -0.151 2.377 -3.159 -0.01
H 0.939 3.727 -3.559 0.04
H -0.828 6.683 -3.111 0.06
H 0.631 6.447 -2.148 0.04
H -0.904 6.835 -1.353 0.05
H -0.423 4.456 0.428 0.03
H 1.006 3.885 -0.452 0.01
H 0.284 3.068 2.304 0.03
H 0.174 1.291 2.587 0.00
H -2.202 -0.128 3.229 0.03
H -2.940 0.460 1.714 0.00
H -3.812 0.599 3.237 0.06
H -1.038 1.992 5.279 0.04
H -2.637 2.732 5.390 0.06
H -1.250 3.717 4.935 0.05
H -3.089 3.402 1.072 0.01
H -2.578 4.631 2.245 0.05
H -4.035 3.687 2.526 0.06
```

Calculated values
E_HOMO (spin up / spin down) ... -16.15 / -16.15 eV
Orbital gap (spin up / spin down) ... 8.521 / 5.397 eV
<S²> ... 2.010
LUMO level (spin up / spin down) ... -7.633 / -10.753 eV
Spin multiplicity ... 3
E_tot ... -96987.5515 eV
Relative energy (zero: lowest compared OMol25 entry of this formula, charge and spin) ... 0.0 kcal per mole
Charge ... +3